[1]
C13H17AsBrCuF6N6 | ωB97M-V with the def2-TZVPD basis set

```
45
Properties=species:S:1:pos:R:3:mulliken_charge:R:1
Cu -1.154 0.077 0.016 -0.0553
N -1.474 -1.573 -0.801 -0.0550
C -2.400 -2.337 -0.852 0.5553
N -3.253 -3.214 -0.891 -0.5630
C -4.445 -3.364 -1.454 0.4061
N -5.488 -3.551 -1.906 -0.4102
Br -1.695 -0.573 6.586 -0.0778
C -1.579 -0.386 4.734 0.3458
C -1.748 0.858 4.150 -0.7972
C -1.657 0.956 2.776 -0.0791
N -1.411 -0.107 1.998 0.2217
C -1.262 -1.311 2.576 -0.0285
C -1.334 -1.496 3.939 -0.8028
H -1.959 1.735 4.743 0.4521
H -1.798 1.902 2.272 0.4021
H -1.104 -2.149 1.908 0.4504
H -1.217 -2.481 4.366 0.4473
C 2.466 0.587 -2.769 -0.8314
C 1.059 0.584 -2.130 -0.6002
N 1.100 -0.032 -0.789 0.9381
C 2.013 0.736 0.073 -0.6886
C 3.446 0.731 -0.507 -0.6921
N 3.409 -0.062 -1.788 -0.0585
C 2.976 -1.480 -1.515 -0.7457
C 1.561 -1.422 -0.897 -0.7397
H 2.848 1.588 -2.956 0.3612
H 2.520 0.008 -3.688 0.2859
H 0.359 0.020 -2.742 0.5547
H 0.680 1.598 -2.040 0.2522
H 2.012 0.290 1.067 0.5372
H 1.635 1.752 0.154 0.2813
H 4.171 0.248 0.143 0.2898
H 3.807 1.724 -0.764 0.3482
H 4.343 -0.078 -2.191 0.2686
H 3.718 -1.914 -0.849 0.3193
H 3.005 -2.005 -2.466 0.3201
H 1.563 -1.868 0.096 0.4696
H 0.843 -1.970 -1.502 0.4269
F -0.723 2.017 0.106 -0.5304
As -2.157 2.660 -0.926 2.0854
F -1.015 3.592 -1.773 -0.4733
F -1.738 1.266 -1.912 -0.4709
F -3.058 1.509 0.022 -0.4501
F -3.474 3.094 -1.885 -0.4100
F -2.387 3.842 0.267 -0.4597
```

Output
HOMO-LUMO gap (spin up / spin down) in eV: 8.45 / 7.00
Highest occupied orbital energy (spin up / spin down) in eV: -11.765 / -11.798
LUMO level (spin up / spin down) in eV: -3.3 / -4.8
Net charge: +1
2S+1: 2
Relative energy (zero: lowest compared OMol25 entry of this formula, charge and spin) in kJ/mol: 47.55
Expectation value of S²: 0.754


[2]
C13H17BrF7NO6S | ωB97M-V with the def2-TZVPD basis set

```
46
Properties=species:S:1:pos:R:3:mulliken_charge:R:1
C -3.643 -1.875 -1.675 -0.3499
C -2.668 -0.874 -1.392 -0.0816
N -1.575 0.166 -1.477 0.1505
C -0.265 -0.291 -0.884 -0.9373
C 0.607 -1.330 -1.797 0.1622
C 0.096 -2.900 -1.737 -0.7223
Br 2.479 -1.356 -0.985 -0.1365
S -1.413 0.869 -3.064 1.0841
O -2.456 2.025 -3.193 -0.5451
O -0.010 1.513 -3.313 -0.5062
F -1.735 -0.275 -4.336 -0.2701
H -4.425 -2.709 -2.018 0.3552
H 0.405 0.644 -0.650 0.3798
H -0.446 -0.830 0.164 0.4017
H 0.770 -1.014 -2.911 0.3872
H 0.896 -3.627 -1.236 0.3162
H -0.859 -2.970 -1.051 0.1495
H -0.097 -3.230 -2.855 0.2076
C -4.874 1.219 2.723 -1.0300
C -6.087 0.316 2.848 -0.2166
O -5.772 -1.015 2.412 -0.3115
C -5.150 -1.820 3.330 0.3572
O -4.857 -1.461 4.468 -0.5168
C -4.920 -3.217 2.754 0.8313
F -4.435 -3.188 1.479 -0.1904
F -6.071 -3.947 2.706 -0.2479
F -4.032 -3.954 3.479 -0.2419
H -4.479 1.193 1.702 0.2474
H -5.132 2.251 2.978 0.3691
H -4.067 0.890 3.385 0.3109
H -6.886 0.683 2.196 0.3196
H -6.484 0.310 3.870 0.3219
C 6.290 3.781 -1.710 -1.0844
C 6.024 3.535 -0.237 -0.2002
O 5.645 2.169 -0.014 -0.2993
C 6.671 1.264 0.080 0.3644
O 7.858 1.564 -0.020 -0.5136
C 6.131 -0.136 0.366 0.8130
F 5.052 -0.453 -0.406 -0.2344
F 5.723 -0.273 1.661 -0.2534
F 7.051 -1.118 0.151 -0.2433
H 5.427 3.480 -2.312 0.2920
H 6.501 4.838 -1.895 0.3721
H 7.143 3.191 -2.061 0.3087
H 5.184 4.156 0.092 0.3154
H 6.888 3.808 0.382 0.3158
```

Output
HOMO-LUMO gap in eV: 8.72
Highest occupied orbital energy in eV: -10.161
LUMO level in eV: -1.4
SMILES string: C#CN(C[C@H](C)Br)S(=O)(=O)F.CCOC(=O)C(F)(F)F.CCOC(=O)C(F)(F)F


[3]
C13H17BrNO5 | ωB97M-V with the def2-TZVPD basis set

```
37
Properties=species:S:1:pos:R:3:mulliken_charge:R:1
O -1.390 -1.775 -0.352 -0.4620
C -1.594 -0.755 -0.912 0.3466
O -2.119 -0.704 -2.161 -0.4911
C -1.153 0.519 -0.244 0.6567
C -0.012 0.387 0.544 -0.9476
C 0.480 1.480 1.221 -0.6742
N -0.151 2.657 1.127 0.0394
C -1.254 2.826 0.385 -0.2751
C -1.797 1.761 -0.325 0.4453
C -3.067 2.044 -1.088 -1.1835
C -4.254 2.151 -0.086 -0.6377
C -5.064 0.853 0.000 -0.6434
Br -4.638 -0.118 1.640 -0.1538
H -3.039 -0.997 -2.109 0.3641
H 0.492 -0.558 0.645 0.7644
H 1.361 1.454 1.839 0.4800
H 0.201 3.458 1.637 0.3051
H -1.717 3.797 0.348 0.4950
H -2.954 2.968 -1.644 0.4812
H -3.266 1.266 -1.805 0.5209
H -4.873 3.012 -0.316 0.4067
H -3.842 2.329 0.901 0.4730
H -6.120 1.073 0.067 0.4246
H -4.859 0.190 -0.827 0.2518
C 3.589 -1.880 -1.406 -1.2464
C 4.514 -2.333 -0.306 0.4757
C 3.867 -3.182 0.765 -0.3643
O 4.664 -2.877 1.915 -0.3228
C 5.164 -1.627 1.748 0.6204
O 5.678 -0.981 2.597 -0.5081
O 4.971 -1.210 0.467 -0.3547
H 3.086 -2.727 -1.872 0.3825
H 2.838 -1.194 -1.010 0.1899
H 4.138 -1.343 -2.179 0.3628
H 5.390 -2.837 -0.722 0.2692
H 3.896 -4.247 0.549 0.3198
H 2.835 -2.883 0.971 0.1897
```

Output
HOMO-LUMO gap in eV: 7.90
Highest occupied orbital energy in eV: -13.002
LUMO level in eV: -5.1
Net charge: +1


[4]
C13H17CeClN2 | ωB97M-V with the def2-TZVPD basis set

```
34
Properties=species:S:1:pos:R:3:mulliken_charge:R:1
C 2.124 1.689 -5.028 -0.7116
C 1.045 0.811 -5.669 -0.7676
H 1.755 2.707 -4.856 0.2818
H 3.009 1.760 -5.669 0.3035
H 2.444 1.284 -4.063 0.1345
H 0.234 0.601 -4.963 0.1708
H 0.605 1.298 -6.546 0.3247
H 1.458 -0.150 -5.995 0.2754
C 1.378 1.852 2.307 0.0693
C 1.174 2.490 3.525 -0.8328
C 0.106 2.087 4.324 -0.4581
C -0.719 1.061 3.877 -0.6572
H 2.190 2.115 1.634 0.4361
H 1.843 3.286 3.833 0.4285
H -0.084 2.562 5.282 0.4838
H -1.555 0.734 4.485 0.3857
N 0.583 0.860 1.871 -0.2912
C -0.461 0.459 2.641 0.9253
C -1.276 -0.632 2.085 0.6889
N -0.889 -1.108 0.864 -0.1391
C -1.598 -2.107 0.305 0.0328
C -3.112 -2.198 2.159 -0.5351
C -2.708 -2.676 0.913 -0.8437
H -1.246 -2.445 -0.663 0.5114
H -3.239 -3.479 0.413 0.4290
C -2.386 -1.168 2.743 -0.5510
H -2.680 -0.779 3.711 0.3547
H -3.975 -2.619 2.666 0.4829
Ce 0.773 -0.209 0.026 1.3848
C 0.737 -1.365 -1.654 -1.3794
H -0.239 -1.191 -2.125 0.4764
H 0.829 -2.404 -1.313 0.4755
H 1.530 -1.145 -2.368 0.4631
Cl 2.349 -1.982 1.246 -0.3520
```

Output
HOMO-LUMO gap in eV: 7.64
Highest occupied orbital energy in eV: -16.282
LUMO level in eV: -8.6
Net charge: +2
Relative energy (zero: lowest compared OMol25 entry of this formula, charge and spin) in kJ/mol: 144.92


[5]
C13H17ClF2O2P | ωB97M-V with the def2-TZVPD basis set

```
36
Properties=species:S:1:pos:R:3:mulliken_charge:R:1
O 3.466 1.340 1.404 -0.3693
O 2.801 1.699 0.186 -0.2203
C 1.763 2.643 0.487 -0.9662
P 0.174 1.970 1.319 0.6064
Cl 0.249 3.925 2.868 -0.6463
H 3.899 2.177 1.638 0.3251
H 1.440 2.992 -0.508 0.3157
H 2.184 3.498 1.039 0.5115
H 0.952 1.258 2.304 -0.0282
H -1.041 1.634 1.997 -0.0707
H -0.568 2.844 0.405 -0.0246
H 0.131 0.863 0.410 -0.3525
F -2.856 -0.025 2.310 -0.2818
C -2.310 -1.239 2.489 0.2885
C -1.204 -1.609 1.748 0.0670
C -0.681 -2.878 1.964 -0.4342
C -1.248 -3.745 2.888 -0.5674
C -2.359 -3.341 3.616 -0.2673
C -2.899 -2.078 3.418 -0.5390
H -0.744 -0.926 1.048 0.2256
H 0.189 -3.184 1.397 0.3696
H -0.823 -4.729 3.044 0.3652
H -2.809 -4.007 4.342 0.3387
H -3.760 -1.730 3.973 0.4152
F 0.396 -0.665 -1.295 -0.2313
C 0.444 -0.231 -2.564 0.3133
C 1.419 0.694 -2.894 -0.2893
C 1.471 1.145 -4.204 -0.4333
C 0.567 0.679 -5.152 -0.5804
C -0.399 -0.249 -4.786 -0.2873
C -0.469 -0.716 -3.480 -0.5199
H 2.101 1.033 -2.124 0.4849
H 2.224 1.871 -4.484 0.3603
H 0.613 1.040 -6.171 0.3588
H -1.109 -0.612 -5.520 0.3387
H -1.212 -1.435 -3.164 0.4247
```

Output
HOMO-LUMO gap in eV: 6.79
Highest occupied orbital energy in eV: -3.902
LUMO level in eV: 2.9
Net charge: -1


[6]
C13H17IMgN2O3S | ωB97M-V with the def2-TZVPD basis set

```
38
Properties=species:S:1:pos:R:3:mulliken_charge:R:1
C -2.919 -2.223 -0.694 -0.2566
C -1.415 2.356 0.674 -1.3087
H -3.737 -2.411 -1.410 0.4393
H -2.632 -1.171 -0.766 -0.4512
H -3.226 -2.522 0.319 0.3684
H -0.762 2.963 0.047 0.2953
H -2.444 2.740 0.557 0.4920
H -1.133 2.494 1.719 0.2587
C -0.973 -0.367 -2.696 -0.3523
C -0.259 -0.971 -3.731 -0.6693
C 1.118 -0.771 -3.803 -0.5093
C 1.732 -0.048 -2.784 -0.9924
H -2.074 -0.369 -2.708 0.5266
H -0.799 -1.601 -4.437 0.4118
H 1.710 -1.169 -4.624 0.4258
H 2.801 0.145 -2.778 0.2916
N -0.366 0.200 -1.641 0.0853
C 0.980 0.403 -1.690 1.1117
C 1.640 1.095 -0.554 0.2081
N 0.951 1.201 0.587 0.1668
C 1.475 1.755 1.660 -0.2202
C 3.531 2.212 0.492 -0.6426
C 2.774 2.284 1.669 -0.8085
H 0.855 1.803 2.562 0.4427
H 3.138 2.725 2.590 0.3901
C 2.955 1.620 -0.628 -0.6834
H 3.483 1.538 -1.575 0.3470
H 4.554 2.592 0.456 0.3909
Mg -1.581 0.411 0.141 1.2767
I -1.347 -3.546 -1.224 0.0707
C 0.045 -3.082 2.321 -1.0231
S 0.344 -1.405 1.772 1.1994
O 1.037 -0.729 2.856 -0.6503
O 1.042 -1.535 0.500 -0.5476
O -1.055 -0.837 1.578 -0.9295
H 0.990 -3.626 2.240 0.3371
H -0.698 -3.542 1.664 0.1655
H -0.287 -3.055 3.361 0.3435
```

Output
HOMO-LUMO gap in eV: 7.37
Highest occupied orbital energy in eV: -7.683
LUMO level in eV: -0.3
Relative energy (zero: lowest compared OMol25 entry of this formula, charge and spin) in kJ/mol: 386.60